# 1
Below is the molecule C2H5N3O in a non-equilibrium geometry, with properties calculated with ωB97M-V/def2-TZVPD.

The calculation puts the orbital gap at 9.9 eV. As for the total energy: -318.6992 a.u. The structure (SMILES) is N/N=C\C(N)=O.

```
11
C2H5N3O | the Open Molecules 2025 dataset | ωB97M-V/def2-TZVPD
N 0.82134 0.55481 -1.78789
N -0.41892 0.71095 -1.42126
C -0.85139 0.30679 -0.26830
C -0.05419 -0.36819 0.74386
N -0.73099 -0.54981 1.91357
O 1.12983 -0.66437 0.64815
H 1.51099 0.27417 -1.05154
H 1.07654 1.12296 -2.57463
H -1.93238 0.48397 -0.10864
H -0.25288 -0.98955 2.71479
H -1.70750 -0.21984 2.05055
```



# 2
Below is the molecule C2H5N3O in a non-equilibrium geometry, with properties calculated with ωB97M-V/def2-TZVPD.

The calculation puts the orbital gap at 9.4 eV. As for the total energy: -318.5328 a.u. The structure (SMILES) is C=NO/C=N/N.

```
11
C2H5N3O | the Open Molecules 2025 dataset | ωB97M-V/def2-TZVPD
C 2.62555 -0.32570 0.13550
N 1.39403 -0.49655 -0.29385
O 0.71041 0.67922 0.13101
C -0.62297 0.81927 -0.17608
N -1.26486 -0.28604 0.14160
N -2.62338 -0.31263 0.02781
H 3.16303 -1.15763 -0.06948
H 3.31802 0.48619 0.40869
H -1.12578 1.68258 -0.43283
H -2.84618 -0.67192 0.91272
H -2.74834 -1.06793 -0.75271
```



# 3
Below is the molecule C2H5N3O in a non-equilibrium geometry, with properties calculated with ωB97M-V/def2-TZVPD.

The calculation puts the orbital gap at 9.6 eV. As for the total energy: -318.6512 a.u. The structure (SMILES) is [H]/N=C\NNC=O.

```
11
C2H5N3O | the Open Molecules 2025 dataset | ωB97M-V/def2-TZVPD
H 0.80731 1.54630 2.52995
N 1.33877 0.64612 2.30205
C 1.03112 0.07690 1.17042
N 0.04247 0.36126 0.22826
N -0.08853 -0.39647 -0.91845
C -1.16012 -0.34640 -1.66327
O -2.12217 0.39813 -1.49373
H 1.73835 -0.75870 0.87615
H -0.96589 0.68319 0.58904
H 0.52229 -1.25698 -1.04503
H -1.14358 -0.95336 -2.57538
```



# 4
Below is C2H5N3O as an isolated structure in a non-equilibrium geometry, with properties calculated with ωB97M-V/def2-TZVPD.

The calculation puts the orbital gap at 9.6 eV. As for the total energy: -318.5302 a.u.

```
11
C2H5N3O | the Open Molecules 2025 dataset | ωB97M-V/def2-TZVPD
C 0.34029 1.44698 0.27062
C -0.89404 -1.24957 -0.83388
N 0.44823 -0.03324 -0.31626
N 1.05603 -0.70649 0.66119
N 1.41076 -0.11775 1.65723
O 0.82462 1.16239 1.53168
H 1.02960 2.05305 -0.29529
H -0.62932 1.85874 0.22887
H -0.56923 -2.31037 -0.97254
H -1.29625 -0.85647 -1.84395
H -1.72070 -1.24727 -0.08767
```



| no. | E_LUMO (Ha) |
| --- | --- |
| 1 | 0.0355 |
| 2 | 0.0330 |
| 3 | 0.0210 |
| 4 | 0.0183 |